# 1
The following is a quantum chemistry calculation of C25H35Br57NOS as an isolated structure in a non-equilibrium geometry, from OMol25.

Results
- HOMO-LUMO gap: 8.582 eV
- Net charge: +1
- Energy: -148220.079313 a.u.
- Multiplicity: 1
- HOMO energy: -11.3 eV
- Relative energy (zero: lowest compared OMol25 entry of this formula, charge and spin): 0.2850 eV

```
120
Properties=species:S:1:pos:R:3:mulliken_charge:R:1
C -1.279 -5.526 1.954 -0.7065
O -1.803 -4.984 0.759 -0.3808
C -2.174 -3.611 0.799 -0.2613
C -1.620 -2.859 -0.391 -0.5385
C -0.676 -1.730 -0.015 -0.7037
S 1.001 -2.180 -0.426 0.1928
C 2.137 -1.607 0.830 -0.7482
C 2.208 -0.100 0.889 -0.1295
N 0.900 0.525 0.881 -0.4032
H -0.300 -5.108 2.187 0.2578
H -1.947 -5.353 2.794 0.2965
H -1.172 -6.591 1.807 0.2676
H -3.248 -3.558 0.778 0.0295
H -1.835 -3.175 1.734 0.5316
H -2.432 -2.390 -0.933 0.3970
H -1.168 -3.568 -1.076 0.1399
H -0.733 -1.445 1.024 0.5840
H -0.859 -0.843 -0.600 0.4174
H 0.970 -3.468 -0.138 0.1911
H 1.887 -2.059 1.781 0.4606
H 3.089 -2.013 0.503 0.4239
H 2.704 0.117 1.828 0.1254
H 2.865 0.268 0.108 0.1452
H 0.661 0.901 -0.031 0.1617
H 0.821 1.271 1.561 0.2264
C -5.621 -5.225 1.943 -0.1611
Br -6.989 -4.638 0.732 0.0363
Br -5.096 -3.798 3.120 -0.0174
Br -6.152 -6.786 2.913 -0.0128
H -4.761 -5.493 1.345 0.1758
C 0.643 -3.922 -4.481 -0.3751
Br 0.051 -2.215 -3.826 0.0241
Br 2.513 -4.161 -4.132 -0.0399
Br -0.403 -5.346 -3.745 -0.0192
H 0.498 -3.915 -5.551 0.4078
C 1.901 4.546 -0.714 -0.3906
Br 3.571 3.803 -0.141 -0.0232
Br 1.233 3.599 -2.242 0.1170
Br 0.606 4.641 0.701 -0.0511
H 2.079 5.562 -1.037 0.3956
C 6.267 -0.174 0.143 -0.2566
Br 5.549 -0.257 -1.639 0.0736
Br 8.063 -0.808 0.243 -0.0025
Br 6.101 1.604 0.850 0.0025
H 5.671 -0.832 0.757 0.2572
C 5.815 1.497 5.032 -0.2459
Br 4.069 1.940 4.357 0.0316
Br 5.861 1.547 6.943 -0.0615
Br 6.424 -0.194 4.366 -0.0299
H 6.502 2.249 4.671 0.3474
C 6.069 1.663 10.782 0.7293
Br 5.439 3.297 11.560 -0.0011
Br 7.934 1.384 11.127 0.0007
Br 5.014 0.160 11.337 -0.0008
H 5.956 1.752 9.714 -0.7770
C -2.144 6.184 -1.711 -0.2023
Br -2.398 4.868 -3.087 0.0247
Br -0.519 7.181 -1.969 -0.0472
Br -3.654 7.345 -1.556 -0.0150
H -2.041 5.651 -0.778 0.2687
C 0.247 5.891 -5.116 0.6030
Br -0.704 4.530 -6.083 -0.0209
Br 2.139 5.699 -5.346 -0.0016
Br -0.359 7.644 -5.579 0.0139
H 0.034 5.742 -4.068 -0.7098
C -10.336 -6.490 1.270 -0.0096
Br -12.137 -6.178 0.693 -0.0235
Br -10.193 -6.493 3.183 -0.0116
Br -9.619 -8.100 0.512 0.0015
H -9.733 -5.672 0.910 -0.0023
C -3.777 2.106 -7.730 0.2191
Br -4.948 1.388 -6.391 0.1142
Br -3.054 0.718 -8.839 0.0015
Br -4.658 3.447 -8.777 -0.0433
H -2.951 2.576 -7.222 -0.2696
C -6.949 -0.352 4.874 -0.3279
Br -7.415 -0.435 3.014 -0.0183
Br -5.107 -0.824 5.154 0.0591
Br -7.329 1.365 5.630 -0.0260
H -7.551 -1.082 5.392 0.3981
C 5.330 0.748 -5.654 -0.3300
Br 4.264 2.133 -4.857 0.1407
Br 4.414 -0.941 -5.584 -0.0371
Br 5.865 1.207 -7.429 -0.0334
H 6.225 0.654 -5.058 0.3177
C 10.374 0.377 4.949 -0.3494
Br 9.850 0.313 3.104 0.0554
Br 12.210 -0.103 5.189 -0.0251
Br 9.972 2.092 5.712 -0.0226
H 9.774 -0.350 5.475 0.3320
C 7.614 5.242 -6.363 -0.3469
Br 5.775 5.425 -6.878 0.0034
Br 7.782 4.921 -4.477 -0.0197
Br 8.486 3.870 -7.378 -0.0176
H 8.109 6.176 -6.579 0.3584
C -6.762 2.568 9.678 -0.3620
Br -8.598 3.065 9.458 -0.0037
Br -6.528 0.664 9.567 -0.0292
Br -5.639 3.478 8.416 -0.0024
H -6.453 2.872 10.666 0.3799
C -6.676 -1.633 -4.634 -0.3275
Br -7.148 0.046 -3.830 -0.0358
Br -4.794 -1.975 -4.463 0.0383
Br -7.723 -3.072 -3.927 -0.0449
H -6.890 -1.559 -5.690 0.3246
C 8.708 -4.425 -2.128 -0.3393
Br 6.975 -3.785 -2.669 0.0373
Br 8.863 -4.468 -0.216 -0.0356
Br 9.111 -6.123 -2.911 -0.0260
H 9.432 -3.714 -2.494 0.3455
C -2.200 2.351 6.735 -0.3029
Br -3.326 2.813 5.249 -0.0329
Br -2.959 0.933 7.770 0.0022
Br -0.416 1.926 6.158 -0.0664
H -2.137 3.222 7.370 0.3614
C -7.615 1.261 -10.429 0.3636
Br -8.661 0.553 -8.983 -0.0064
Br -6.777 -0.137 -11.441 -0.0068
Br -8.651 2.422 -11.547 -0.0078
H -6.829 1.851 -9.989 -0.3335
```

***

# 2
The following is a quantum chemistry calculation of one molecule with the formula C20H24N4O6S in a non-equilibrium geometry, from OMol25.

Results
- HOMO-LUMO gap: 8.982 eV
- Net charge: 0
- Energy: -1845.208362 a.u.
- Multiplicity: 1
- HOMO energy: -8.5 eV
- Relative energy (zero: lowest compared OMol25 entry of this formula, charge and spin): 0.8303 eV

```
55
Properties=species:S:1:pos:R:3:mulliken_charge:R:1
C -0.940 -0.978 3.988 -0.7701
H -0.640 -1.999 3.744 0.2393
H -1.840 -1.005 4.611 0.3051
H -0.129 -0.493 4.528 0.3426
O -1.170 -0.201 2.824 -0.5588
C -2.078 -0.764 1.904 -0.2271
H -2.402 0.060 1.262 0.0388
H -2.953 -1.156 2.438 0.3121
C -1.435 -1.871 1.046 -0.7350
N -2.396 -2.532 0.194 0.2215
C -2.534 -2.277 -1.133 0.1384
O -3.324 -2.880 -1.834 -0.6786
C -1.653 -1.199 -1.688 -0.1381
C -0.463 -1.526 -2.325 -0.3782
C 0.331 -0.538 -2.877 -0.8791
C -0.066 0.796 -2.819 0.4579
C -1.280 1.121 -2.217 -0.5813
C -2.061 0.130 -1.654 0.1466
H -3.006 0.387 -1.200 0.6211
H -1.591 2.152 -2.198 0.5631
N 0.724 1.801 -3.372 -0.2861
S 1.081 3.220 -2.536 1.2024
O -0.140 3.865 -2.172 -0.6392
O 2.022 3.909 -3.364 -0.7086
C 1.902 2.601 -1.073 -0.0855
C 3.283 2.649 -1.017 -0.5014
C 3.966 2.130 0.075 -1.0587
C 3.212 1.551 1.078 0.4745
N 3.559 0.948 2.262 -0.0973
C 2.425 0.509 2.930 0.2179
O 2.389 -0.061 3.992 -0.6363
N 1.360 0.858 2.132 0.1314
C 1.802 1.494 1.001 0.4326
C 1.126 2.032 -0.076 -0.5194
H 0.052 2.031 -0.147 0.7068
H 0.396 0.618 2.351 0.1439
H 4.490 0.837 2.623 0.1963
H 5.042 2.178 0.135 0.4074
H 3.808 3.115 -1.835 0.5205
H 1.532 1.479 -3.883 0.3020
H 1.259 -0.799 -3.365 0.3405
H -0.153 -2.560 -2.381 0.4546
C -3.217 -3.568 0.788 -0.9454
C -2.398 -4.785 1.244 -0.6377
O -1.708 -4.597 2.463 -0.3317
C -2.495 -4.772 3.615 -0.7458
H -3.291 -4.023 3.692 0.2966
H -2.949 -5.770 3.633 0.3512
H -1.823 -4.666 4.465 0.2479
H -1.628 -4.999 0.498 0.3326
H -3.062 -5.656 1.323 0.4235
H -3.920 -3.882 0.014 0.5119
H -3.779 -3.157 1.632 0.3250
H -0.645 -1.430 0.435 0.0918
H -0.989 -2.625 1.700 0.6415
```